Entry 1:
Molecular formula: C5H15N2O
Method: DFT, the ωB97M-V functional and the def2-TZVPD basis

Each line ends with the natural charge from an NBO analysis.
Cartesian coordinates (Å):
O -1.56566 -0.73864 0.86438  -0.719
N 1.95926 0.58368 -1.09425  -0.654
N 0.07571 -2.81462 0.73220  -0.924
C -0.38156 1.27217 2.11620  -0.186
C -0.16262 -0.36794 -1.98224  -0.579
C -0.11214 1.55523 -0.28304  -0.497
C 0.61303 0.27873 -0.79214  -0.051
C 0.21652 1.95935 1.11796  -0.037
H 0.84474 2.84689 1.33099  0.253
H -0.78529 -2.23642 0.59584  0.387
H 0.15338 -1.38939 -2.17793  0.239
H -0.07835 -3.79083 0.50205  0.378
H -0.13521 0.28172 -2.84865  0.225
H 0.25794 -2.76518 1.73090  0.370
H -1.18461 1.39234 -0.37650  0.287
H -0.03521 1.43989 3.13298  0.240
H 2.15062 1.45633 -1.57286  0.389
H -1.19324 -0.43877 -1.58474  0.241
H 0.51800 -0.45498 0.01938  0.266
H 2.57130 -0.14570 -1.44260  0.404
H -1.21188 0.60369 1.81079  0.256
H -2.45048 -0.87807 1.24599  0.473
H -0.06425 2.35053 -1.04473  0.240

gap between HOMO and LUMO	4.062	eV
charge	+1
E	-383.730194	hartree
relative energy (zero: lowest compared OMol25 entry of this formula, charge and spin)	201.3	kcal per mole


Entry 2:
Molecular formula: C15H12Cl2LiN3O4S
Method: DFT, the ωB97M-V functional and the def2-TZVPD basis

Each line ends with the natural charge from an NBO analysis.
Cartesian coordinates (Å):
Cl -1.37504 1.83811 0.88776  -0.015
Cl 0.66980 3.14848 2.54383  -0.012
S -1.33880 -3.25008 3.81702  0.338
O -2.52306 -2.43168 -2.55055  -0.653
O -2.07990 -1.11185 -0.78448  -0.859
O 3.89730 -0.14279 -0.97604  -0.672
O 2.10293 0.36469 0.25637  -0.597
N -2.25550 -3.02402 1.29634  -0.797
N -0.51381 -1.59831 1.98342  -0.633
N 0.50334 -1.05718 -1.40173  -0.450
C -0.29971 -1.72672 -2.21432  0.105
C 1.97365 -0.30334 4.40204  -0.205
C 1.65724 -1.09567 5.50362  -0.229
C 2.37074 -1.61311 -2.77871  -0.200
C 1.29222 -0.43691 3.20337  -0.273
C -0.88868 2.32609 2.53015  -0.390
C -1.38886 -2.55147 2.20603  0.308
C 1.80396 -0.99986 -1.67525  0.055
C 0.17763 -2.37757 -3.34947  -0.184
C -1.78369 -1.77163 -1.83665  0.739
C 0.65072 -2.04388 5.42241  -0.200
C -0.03551 -2.16894 4.22475  -0.257
C 0.26312 -1.37300 3.10980  0.201
C 2.58825 -0.19917 -0.69058  0.774
C 1.52870 -2.31911 -3.63247  -0.172
Li -0.61715 -0.49885 0.24172  0.845
H -0.53193 -2.91067 -3.96622  0.255
H -0.81165 1.43242 3.13653  0.233
H 2.76915 0.42633 4.48107  0.216
H 2.20648 -0.97625 6.42806  0.216
H -1.64541 3.00393 2.90394  0.228
H -2.99887 -3.62381 1.60827  0.397
H -2.45104 -2.40669 0.48834  0.453
H 4.31848 0.40074 -0.29277  0.503
H 3.43224 -1.53707 -2.96100  0.238
H 1.93103 -2.81328 -4.50677  0.224
H 1.56324 0.15512 2.33973  0.250
H 0.40841 -2.66810 6.27229  0.220

gap between HOMO and LUMO	8.276	eV
E	-2370.326762	hartree
relative energy (zero: lowest compared OMol25 entry of this formula, charge and spin)	0.0	kcal per mole


Entry 3:
Molecular formula: C24H23ClLuN2OP
Method: DFT, the ωB97M-V functional and the def2-TZVPD basis

Each line ends with the natural charge from an NBO analysis.
Cartesian coordinates (Å):
Lu -1.06664 -0.42632 1.74047  1.878
Cl -1.23307 -2.80634 1.91750  -0.497
P 0.87918 -0.89245 -0.03984  0.789
O -4.09609 2.29724 3.43635  -0.586
N -6.14614 2.75187 2.56077  -0.780
N -2.68272 0.13289 0.39505  -0.624
C -4.69669 0.37773 -0.85768  -0.199
C 2.19804 -0.64232 -2.46333  -0.176
C -3.47075 -0.23758 -0.64639  0.095
C 2.19986 1.82796 2.76571  -0.187
C 2.25725 -0.59192 -3.86506  -0.190
C 3.64366 -4.46128 1.01861  -0.158
C 1.58128 0.61126 0.74886  -0.387
C 2.40103 -4.66849 0.39327  -0.195
C 3.27771 -2.06329 0.95741  -0.237
C 1.08193 -0.64816 -4.61841  -0.154
C 4.07864 -3.15689 1.29806  -0.198
C -5.18648 1.31075 0.07093  -0.070
C 1.59988 -3.57855 0.07410  -0.207
C 2.02902 -2.26939 0.36182  -0.272
C -4.40571 1.65905 1.17162  -0.123
C -4.86627 2.26333 2.47617  0.644
C -0.24135 -0.73757 -2.58934  -0.119
C -0.17200 -0.70720 -3.98157  -0.220
C 2.77583 2.83384 1.98142  -0.175
C 2.72247 2.74888 0.58624  -0.138
C 0.94553 -0.73997 -1.83212  -0.410
C 1.58936 0.71395 2.17238  -0.263
C -3.10308 1.16149 1.22510  0.052
C 2.09710 1.65854 -0.03329  -0.204
H -1.21377 -0.77939 -2.08630  0.180
H 0.61818 -3.74120 -0.36359  0.223
H -2.35181 1.46674 1.99962  0.196
H -6.16335 1.77046 -0.06788  0.256
H 3.11878 -0.62062 -1.87179  0.234
H -5.24940 0.13146 -1.75887  0.270
H 3.26994 3.68515 2.45908  0.255
H 0.85149 5.04867 -1.74920  -0.005
H 1.23534 -0.11884 2.82519  0.195
H 5.04136 -3.00184 1.79082  0.240
H 3.23242 -0.51575 -4.35654  0.246
H 1.99615 1.62410 -1.12385  0.252
H -3.05184 -0.98021 -1.31452  0.241
H 2.22712 1.90393 3.85222  0.248
H -1.09116 -0.73279 -4.56794  0.235
H 2.06135 -5.68651 0.17515  0.242
H 4.26363 -5.32482 1.29667  0.243
H 0.60241 4.74843 -2.39049  0.006
H -6.86751 2.45036 1.92595  0.402
H 3.62775 -1.05678 1.17421  0.219
H -6.43939 3.10084 3.46611  0.437
H 3.16615 3.54053 -0.02537  0.250
H 1.12537 -0.63301 -5.71348  0.246

gap between HOMO and LUMO	7.119	eV
charge	+2
E	-3149.686067	hartree
relative energy (zero: lowest compared OMol25 entry of this formula, charge and spin)	4.6	kcal per mole